C2H19O7S | the ωB97M-V functional and the def2-TZVPD basis

CARTESIAN COORDINATES (ANGSTROEM)
H (2.55854, -1.24983, -2.16373)
H (-2.64440, 0.26720, 2.89765)
H (0.20808, -0.59302, -1.64585)
H (-1.02067, 1.64856, -2.51192)
C (-2.38485, 0.54808, 0.81822)
O (-1.34060, 1.58541, -3.43640)
H (1.28525, 1.72248, 2.51210)
H (-2.97530, 0.01270, 0.10071)
H (-2.11745, -1.25664, 2.36157)
H (4.29598, 0.55651, -0.87478)
H (1.37038, -1.79466, -3.09308)
H (0.04160, -0.22591, -3.04527)
H (-2.10766, 1.01147, -3.33672)
H (1.29770, 3.31778, 2.24462)
H (-0.90643, -0.11597, 2.28145)
O (-0.11260, -0.98874, -2.47955)
O (2.30424, -1.44317, -3.05661)
O (4.20176, 1.04792, -0.03265)
C (-1.99074, -0.18700, 2.11381)
H (-2.80618, -1.50595, -0.03869)
O (1.56814, 2.58375, 2.78474)
S (-0.83464, 1.21559, 0.01556)
H (3.24591, 0.91695, 0.04192)
H (2.14620, -0.99884, 3.20008)
H (-1.93756, -2.31848, -0.87261)
O (1.90848, -1.59417, 2.49225)
O (-2.69717, -2.45168, -0.21572)
H (-2.87249, 1.43423, 1.18256)
H (2.31645, -1.14457, 1.75632)

E_LUMO (alpha / beta) in eV: -0.360 / -3.463
⟨S²⟩: 0.75
Multiplicity: 2
Highest occupied orbital energy (alpha / beta) in hartree: -0.396 / -0.382
Relative energy (zero: lowest compared OMol25 entry of this formula, charge and spin) in kJ/mol: 55.6
HOMO-LUMO gap (alpha / beta) in eV: 10.418 / 6.933

Atom charges from the natural (NBO) analysis, given in e for atoms 1 to 2:
1. H 0.45
2. H 0.22